# 1
76
Properties=species:S:1:pos:R:3:lowdin_spin:R:1 method="wB97M-V/def2-TZVPD" orbital_gap_ev="6.33 / 6.57" fmax_ev_per_a=2.59 relative_energy_kj_mol=1606.5 e_homo_ev="-7.23 / -7.47" multiplicity=2 s_squared=0.982
Tl -1.197 -1.122 -0.459 0.012
Cl 1.959 3.462 4.861 0.000
C 1.541 2.002 4.029 0.000
C 1.896 0.815 4.588 0.000
C 1.591 -0.374 3.904 0.000
I 1.856 -2.143 4.985 0.000
C 1.006 -0.376 2.658 0.005
O 0.782 -1.589 2.047 0.007
C 0.481 0.851 2.141 0.004
N -0.386 0.868 1.089 0.018
C -0.949 1.995 0.743 0.004
C -0.649 3.241 1.326 0.000
C 0.224 3.266 2.362 0.002
C 0.775 2.049 2.839 0.001
H 2.392 0.784 5.546 0.000
H -1.670 1.948 -0.063 0.000
H -1.108 4.135 0.932 0.000
H 0.485 4.190 2.856 0.000
O -5.734 -3.081 4.288 0.000
C -4.686 -2.515 3.658 0.000
C -3.363 -2.723 4.040 0.000
C -2.369 -2.102 3.313 0.000
N -2.605 -1.308 2.264 -0.001
C -3.870 -1.112 1.944 0.000
Br -4.189 0.071 0.488 -0.002
C -4.955 -1.683 2.580 0.000
H -5.431 -3.623 5.025 0.000
H -3.114 -3.356 4.883 0.000
H -1.327 -2.238 3.578 0.000
H -5.970 -1.493 2.264 0.000
Cl 3.120 -3.534 -4.356 0.011
C 1.860 -3.524 -3.032 0.014
Cl 1.003 -5.078 -3.075 0.010
Cl 2.163 -1.716 -1.016 0.102
C 0.820 -2.425 -3.423 -0.010
O -0.291 -2.640 -3.776 -0.009
O 1.222 -1.104 -3.298 -0.042
C 9.269 -0.286 -6.372 -0.001
C 8.069 -0.374 -5.464 -0.004
O 7.824 -1.318 -4.768 -0.001
S 7.053 1.100 -5.559 -0.007
C 5.665 0.645 -4.563 -0.039
C 4.395 0.689 -5.124 0.007
C 3.302 0.236 -4.411 -0.037
C 3.467 -0.275 -3.120 0.003
C 4.736 -0.224 -2.533 -0.032
C 5.825 0.232 -3.244 0.007
C 2.308 -0.897 -2.504 -0.204
C 1.831 -0.196 -0.416 1.019
H 10.166 -0.498 -5.791 0.000
H 9.356 0.689 -6.848 0.000
H 9.175 -1.056 -7.137 0.000
H 4.264 1.058 -6.133 0.001
H 2.320 0.264 -4.861 -0.002
H 4.877 -0.564 -1.515 -0.002
H 6.802 0.258 -2.783 0.001
F 1.191 1.864 -2.408 0.005
Sb -0.492 2.419 -3.053 0.000
F -0.571 3.586 -1.551 0.000
F -1.251 0.967 -2.000 0.001
F 0.329 3.740 -4.108 0.000
F -0.516 1.280 -4.552 0.000
F -2.277 2.919 -3.396 0.000
C 3.336 -2.772 1.871 0.001
P 1.769 -2.468 1.038 0.023
C 2.381 -3.259 -1.687 0.094
C 0.739 -3.957 1.144 0.002
H 3.169 -3.510 2.653 0.000
H 3.727 -1.854 2.307 0.001
H 4.051 -3.176 1.151 0.000
H 2.794 -4.109 -1.157 0.005
H 3.511 -1.545 -0.771 0.007
H 0.728 -1.837 -1.191 0.023
H 1.372 -4.833 1.292 0.000
H 0.152 -4.108 0.239 0.000
H 0.089 -3.833 2.008 0.000



# 2
166
Properties=species:S:1:pos:R:3:lowdin_charge:R:1 method="wB97M-V/def2-TZVPD" orbital_gap_ev=9.44 fmax_ev_per_a=2.71 e_homo_ev=-8.88
C 4.264 -14.432 20.251 -0.118
O 3.837 -15.496 21.030 -0.169
C 2.775 -16.233 20.480 -0.212
C 2.339 -17.296 21.500 -0.409
C 3.428 -18.324 21.662 -0.057
N 1.037 -17.931 21.103 0.080
H 3.461 -13.703 20.060 0.053
H 4.601 -14.759 19.262 0.091
H 5.116 -13.973 20.779 0.100
H 1.954 -15.635 20.177 0.063
H 3.128 -16.740 19.528 0.148
H 2.147 -16.821 22.429 0.109
H 4.420 -17.972 22.037 0.098
H 3.532 -18.837 20.677 0.095
H 3.103 -19.057 22.362 0.050
H 0.314 -17.234 20.921 0.029
H 0.664 -18.433 21.911 0.027
C 0.796 -7.627 22.857 -0.156
O 0.365 -8.757 22.210 -0.208
C 1.248 -9.184 21.160 -0.177
C 1.452 -10.697 21.246 -0.453
C 2.112 -11.119 22.521 -0.072
N 2.303 -11.003 20.107 0.053
H 0.011 -7.183 23.467 0.086
H 1.198 -6.908 22.122 0.088
H 1.677 -7.789 23.530 0.095
H 0.720 -8.853 20.213 0.145
H 2.238 -8.756 21.299 0.118
H 0.499 -11.278 21.175 0.136
H 1.545 -10.819 23.376 0.056
H 3.080 -10.591 22.742 0.098
H 2.297 -12.224 22.586 0.087
H 3.227 -10.650 20.271 0.074
H 2.308 -12.015 19.863 0.042
C -8.406 -12.458 17.003 -0.129
O -7.144 -12.970 17.254 -0.194
C -7.052 -14.145 18.063 -0.189
C -5.773 -14.911 17.676 -0.419
C -5.630 -15.282 16.221 -0.056
N -5.652 -16.081 18.610 0.032
H -9.190 -13.148 16.765 0.078
H -8.246 -11.771 16.205 0.078
H -8.787 -11.839 17.857 0.097
H -7.194 -13.921 19.131 0.109
H -7.919 -14.805 17.918 0.120
H -4.892 -14.282 17.878 0.121
H -6.137 -14.592 15.500 0.098
H -6.003 -16.278 16.119 0.060
H -4.554 -15.375 15.991 0.055
H -4.795 -16.580 18.386 0.051
H -6.445 -16.718 18.366 0.082
C -0.227 -15.205 25.563 -0.035
O -0.643 -16.323 26.386 -0.234
C 0.181 -17.444 26.134 -0.192
C 0.278 -18.351 27.332 -0.439
C 1.006 -17.831 28.587 -0.032
N 0.949 -19.556 26.873 0.033
H 0.039 -15.627 24.560 0.094
H 0.630 -14.775 26.022 0.079
H -1.090 -14.488 25.622 0.103
H -0.143 -17.943 25.203 0.123
H 1.212 -17.123 25.968 0.126
H -0.718 -18.669 27.652 0.126
H 1.299 -18.561 29.307 0.069
H 0.383 -17.059 29.042 0.082
H 1.844 -17.318 28.184 0.068
H 1.499 -19.915 27.669 0.077
H 0.269 -20.271 26.609 0.066
C -1.672 -10.774 18.185 -0.097
O -2.161 -11.113 16.901 -0.194
C -1.972 -12.491 16.508 -0.195
C -2.104 -12.422 15.008 -0.445
C -2.086 -13.877 14.425 -0.033
N -1.110 -11.624 14.354 0.048
H -1.818 -9.698 18.317 0.095
H -0.578 -11.045 18.253 0.087
H -2.195 -11.381 18.927 0.057
H -1.001 -12.891 16.803 0.106
H -2.725 -13.200 16.885 0.117
H -3.077 -11.954 14.794 0.148
H -2.008 -13.643 13.371 0.075
H -3.039 -14.387 14.633 0.067
H -1.296 -14.522 14.724 0.044
H -0.201 -12.094 14.488 0.079
H -1.023 -10.796 14.920 0.063
C -3.647 -19.925 20.630 -0.105
O -2.679 -20.773 21.150 -0.153
C -1.925 -20.146 22.077 -0.273
C -0.724 -20.991 22.452 -0.438
C 0.118 -20.483 23.564 -0.087
N 0.074 -21.320 21.248 0.055
H -4.381 -19.460 21.286 0.090
H -4.229 -20.485 19.904 0.092
H -3.094 -19.103 20.167 0.079
H -1.628 -19.160 21.725 0.103
H -2.535 -19.855 22.946 0.130
H -1.095 -21.930 22.851 0.136
H 0.538 -19.449 23.437 0.058
H 1.018 -21.086 23.761 0.087
H -0.542 -20.544 24.530 0.102
H 0.517 -20.546 20.780 0.046
H -0.550 -21.874 20.653 0.074
C -2.966 -16.471 22.852 -0.099
O -1.879 -16.369 21.979 -0.186
C -2.040 -15.351 21.050 -0.207
C -0.683 -14.945 20.462 -0.340
C 0.177 -14.318 21.578 -0.039
N -0.886 -13.836 19.466 0.078
H -3.953 -16.571 22.316 0.113
H -3.042 -15.613 23.556 0.085
H -2.839 -17.297 23.524 0.071
H -2.720 -15.622 20.262 0.120
H -2.367 -14.404 21.540 0.119
H -0.123 -15.769 20.062 0.080
H 0.568 -15.054 22.301 0.074
H -0.442 -13.794 22.257 0.063
H 0.989 -13.647 21.272 0.066
H -0.946 -12.940 20.001 0.089
H -1.743 -13.852 18.988 0.039
O -4.120 -12.532 20.546 -0.087
C -4.851 -11.429 20.106 -0.272
C -6.205 -11.375 20.757 -0.251
O -6.017 -11.548 22.136 -0.066
H -3.827 -12.433 21.478 0.052
H -4.338 -10.481 20.409 0.131
H -5.013 -11.570 19.044 0.116
H -6.788 -12.178 20.285 0.096
H -6.757 -10.411 20.560 0.141
H -5.829 -12.457 22.402 0.093
O -2.057 -16.032 17.081 -0.112
C -1.550 -17.337 17.431 -0.209
C -0.001 -17.341 17.317 -0.231
O 0.334 -16.861 16.040 -0.049
H -1.428 -15.749 16.363 0.063
H -1.857 -17.616 18.446 0.096
H -1.982 -18.147 16.738 0.139
H 0.241 -18.398 17.368 0.115
H 0.483 -16.759 18.117 0.110
H 1.185 -16.477 16.118 0.054
C 2.223 -13.750 16.186 -0.059
C 2.152 -12.930 17.490 -0.337
O 1.674 -13.700 18.548 -0.136
H 2.750 -13.209 15.443 0.058
H 1.213 -13.926 15.807 0.058
H 2.831 -14.618 16.434 0.074
H 1.523 -12.021 17.330 0.109
H 3.085 -12.501 17.772 0.090
H 0.729 -13.544 18.733 0.024
C -4.124 -17.516 28.090 -0.070
C -3.697 -16.059 27.768 -0.338
O -3.101 -15.887 26.534 -0.086
H -4.648 -18.038 27.285 0.074
H -4.711 -17.480 28.967 0.049
H -3.217 -18.108 28.293 0.059
H -3.117 -15.682 28.607 0.108
H -4.561 -15.421 27.786 0.097
H -2.185 -16.175 26.615 0.005
C -2.116 -10.635 24.571 -0.080
C -3.432 -11.077 23.995 -0.289
O -3.342 -12.388 23.393 -0.091
H -1.714 -11.356 25.282 0.071
H -2.273 -9.660 25.037 0.084
H -1.396 -10.525 23.766 0.065
H -3.607 -10.408 23.206 0.086
H -4.286 -10.908 24.717 0.136
H -2.913 -12.973 24.007 0.063



# 3
60
Properties=species:S:1:pos:R:3:lowdin_spin:R:1 method="wB97M-V/def2-TZVPD" charge=+1 orbital_gap_ev="8.48 / 7.87" fmax_ev_per_a=0.47 relative_energy_kj_mol=0.0 e_homo_ev="-11.47 / -11.51" multiplicity=4 s_squared=3.760
Co 0.360 -0.812 -0.348 2.673
Cl -1.381 -2.199 -1.496 0.042
C -2.344 -1.009 -2.371 0.004
C -3.187 -1.499 -3.349 0.001
C -3.959 -0.602 -4.072 0.001
C -3.874 0.759 -3.816 0.000
C -3.024 1.226 -2.827 0.002
C -2.246 0.347 -2.074 0.006
P -1.170 0.944 -0.739 0.032
C -0.807 2.666 -1.123 0.004
C 0.129 2.933 -2.122 0.002
C 0.413 4.243 -2.467 0.000
C -0.227 5.287 -1.810 0.002
C -1.151 5.022 -0.809 0.000
C -1.446 3.711 -0.462 0.002
C -2.181 0.882 0.759 0.009
C -1.514 0.969 1.982 0.005
C -2.225 0.890 3.167 0.000
C -3.602 0.711 3.137 0.004
C -4.268 0.617 1.923 0.000
C -3.562 0.704 0.732 0.004
H -3.238 -2.562 -3.542 0.000
H -4.622 -0.972 -4.842 0.000
H -4.470 1.458 -4.387 0.000
H -2.958 2.289 -2.630 0.000
H 0.635 2.119 -2.629 0.000
H 1.137 4.452 -3.243 0.000
H 0.000 6.310 -2.077 0.000
H -1.644 5.837 -0.297 0.000
H -2.166 3.503 0.319 0.000
H -0.436 1.087 2.014 0.000
H -1.704 0.954 4.112 0.000
H -4.156 0.637 4.063 0.000
H -5.340 0.473 1.902 0.000
H -4.088 0.626 -0.211 0.000
N 2.291 -3.482 -1.690 0.010
C 2.767 -2.431 -1.018 0.019
S 2.324 -0.850 -1.581 0.069
N 3.537 -2.669 0.032 0.005
C 4.229 -1.803 0.941 0.000
C 4.638 -0.513 0.634 0.001
C 5.321 0.221 1.593 0.000
C 5.611 -0.319 2.835 0.001
C 5.224 -1.621 3.120 0.000
C 4.539 -2.362 2.176 0.001
H 1.675 -3.311 -2.465 0.000
H 2.417 -4.431 -1.375 0.000
H 3.620 -3.643 0.298 0.000
H 4.447 -0.081 -0.333 0.001
H 5.640 1.227 1.352 0.000
H 6.146 0.264 3.571 0.000
H 5.453 -2.063 4.080 0.000
H 4.229 -3.373 2.407 0.000
F -0.733 -4.394 2.889 0.000
Te 0.058 -2.902 2.154 0.009
F 1.674 -3.671 2.635 0.004
F 0.104 -3.881 0.533 0.002
F -0.073 -2.089 3.803 0.004
F -1.666 -2.357 1.684 0.001
O 0.844 -1.465 1.359 0.081



| no. | calculated total energy (Ha) |
| --- | --- |
| 1 | -8068.6681 |
| 2 | -2948.4004 |
| 3 | -4500.3629 |